Record 1
This record from OMol25 describes a 4-piece molecular cluster, C24H53ClNO8 overall. The level of theory is wB97M-V/def2-TZVPD.

Properties
⟨S²⟩ = 0.7539
Spin multiplicity = 2
Kohn-Sham gap (alpha / beta) = 0.33208 / 0.33697 hartree

Positions of all 87 atoms, in Å:
C  -2.7781  2.0376  -0.5329
C  -1.5854  2.2111  0.4212
C  -0.2980  2.1184  -0.4431
C  -1.7602  3.5887  1.0518
C  -0.9901  3.8791  2.3247
Cl  0.7678  4.1347  2.0213
C  -1.5608  5.1312  3.0345
C  -1.0574  6.5114  2.5983
C  0.0308  7.1211  3.4858
O  1.2600  7.3372  2.7899
C  -1.2075  2.7044  3.2734
C  -0.9797  1.3055  2.7144
C  -1.6078  0.3115  3.7301
C  0.5149  0.9683  2.6342
N  -1.6876  1.1223  1.4213
O  -1.5194  -0.0466  0.9210
H  -2.6622  1.1251  -1.1001
H  -2.8723  2.9053  -1.1715
H  -3.6746  1.9274  0.0708
H  0.3343  1.2881  -0.1653
H  -0.5763  1.9616  -1.4776
H  0.2513  3.0458  -0.4142
H  -2.8068  3.6859  1.3293
H  -1.5656  4.3433  0.2983
H  -2.6331  5.0700  2.8934
H  -1.3760  5.0047  4.0972
H  -0.7567  6.5469  1.5599
H  -1.9120  7.1792  2.6819
H  0.2088  6.4673  4.3351
H  -0.2758  8.0982  3.8404
H  1.8963  6.6554  3.0526
H  -2.2623  2.7857  3.5354
H  -0.6526  2.8409  4.1911
H  -0.9189  -0.4748  3.9900
H  -2.4957  -0.1237  3.2934
H  -1.9187  0.8175  4.6382
H  0.6630  -0.0985  2.5662
H  1.0489  1.4861  1.8539
H  0.9611  1.2773  3.5733
C  -1.3280  -1.1699  -2.4804
O  -0.7991  -0.5281  -3.6311
C  0.6184  -0.5586  -3.6846
C  1.1171  -1.6003  -4.6601
O  0.8352  -2.9158  -4.2111
C  -0.2680  -3.5103  -4.8744
H  -2.4097  -1.2197  -2.5992
H  -0.9381  -2.1846  -2.3692
H  -1.1027  -0.5918  -1.5796
H  1.0381  -0.7418  -2.6909
H  0.9543  0.4291  -4.0189
H  2.2052  -1.5111  -4.7480
H  0.6817  -1.4276  -5.6489
H  -0.0175  -3.7299  -5.9163
H  -1.1507  -2.8660  -4.8384
H  -0.4936  -4.4474  -4.3698
C  -0.4915  -9.1112  -8.4651
O  -1.3992  -8.2311  -9.1027
C  -2.3191  -7.6256  -8.2071
C  -1.9386  -6.1949  -7.9024
O  -0.7366  -6.1229  -7.1491
C  0.3859  -5.7494  -7.9279
H  0.2530  -9.4058  -9.2028
H  0.0141  -8.6283  -7.6251
H  -1.0087  -10.0094  -8.1108
H  -2.3911  -8.2014  -7.2799
H  -3.3011  -7.6356  -8.6908
H  -2.7304  -5.7396  -7.2983
H  -1.8486  -5.6221  -8.8297
H  0.3091  -4.7015  -8.2393
H  0.4898  -6.3829  -8.8122
H  1.2712  -5.8637  -7.3043
C  3.8913  2.2925  5.4781
O  3.3214  1.0064  5.6404
C  4.1011  0.1431  6.4546
C  3.5191  0.0152  7.8435
O  3.6149  1.2349  8.5642
C  2.3908  1.9418  8.6351
H  3.1546  2.9141  4.9699
H  4.1364  2.7492  6.4403
H  4.7924  2.2405  4.8580
H  5.1351  0.4951  6.5101
H  4.1025  -0.8425  5.9784
H  4.0877  -0.7380  8.3981
H  2.4791  -0.3191  7.7864
H  1.6760  1.4136  9.2753
H  1.9522  2.0860  7.6440
H  2.5991  2.9158  9.0745

Results of the Mulliken charge analysis, in e, for atoms 1 through 6: -1.8436 2.1763 -1.7609 -2.7362 2.4628 -0.1631

***

Record 2
This record from OMol25 describes a 4-piece molecular cluster, C24H53O4P2 overall. The level of theory is wB97M-V/def2-TZVPD.

Properties
Net charge = +1
Spin multiplicity = 1
Kohn-Sham gap = 0.33456 hartree

Positions of all 83 atoms, in Å:
C  -2.0014  2.5039  1.3049
C  -1.7808  1.0974  0.7001
P  -0.3413  0.9718  -0.3766
C  0.4911  -0.6214  -0.1217
C  1.6823  -0.5574  0.8410
C  2.1222  -1.9688  1.2821
C  3.5695  -2.3173  0.9043
C  3.7319  -3.8162  0.6575
C  3.2701  -4.2389  -0.7458
C  2.2784  -5.3998  -0.7805
O  1.3031  -5.3387  0.2423
C  0.0719  -4.7714  -0.1400
P  -1.0654  1.2046  -2.4241
C  0.5496  0.9767  -3.2902
C  -1.9021  -0.4319  -2.6068
H  -1.8908  2.4668  2.3843
H  -3.0084  2.8398  1.0769
H  -1.3170  3.2445  0.8992
H  -1.6906  0.3371  1.4741
H  -2.6405  0.8248  0.0876
H  0.5554  2.0106  -0.1170
H  0.8207  -0.9583  -1.1064
H  -0.2557  -1.3262  0.2419
H  2.5152  -0.0599  0.3452
H  1.4141  0.0465  1.7093
H  1.9649  -2.0811  2.3518
H  1.4770  -2.7001  0.7849
H  4.2343  -2.0033  1.7083
H  3.8426  -1.7714  -0.0016
H  3.1702  -4.3506  1.4211
H  4.7770  -4.0935  0.7892
H  2.8671  -3.3782  -1.2876
H  4.1428  -4.5603  -1.3156
H  2.8134  -6.3413  -0.6613
H  1.7851  -5.4370  -1.7548
H  0.1866  -4.0991  -0.9945
H  -0.6499  -5.5506  -0.3905
H  -0.3255  -4.1984  0.6988
H  0.6048  -0.0364  -3.6825
H  1.3793  1.0978  -2.5951
H  0.6596  1.7101  -4.0796
H  -1.2592  -1.1272  -3.1413
H  -2.1191  -0.8827  -1.6383
H  -2.8366  -0.2962  -3.1394
C  3.6731  5.1400  -3.6008
C  2.3893  5.7865  -3.0835
C  1.5166  4.5679  -2.8252
O  2.4063  3.5051  -2.4528
C  3.7609  3.8924  -2.7347
H  4.5506  5.7758  -3.5051
H  3.5624  4.8670  -4.6519
H  2.5827  6.3191  -2.1507
H  1.9364  6.4833  -3.7858
H  0.9711  4.2719  -3.7289
H  0.7948  4.7216  -2.0208
H  4.2717  4.0992  -1.7896
H  4.2666  3.0622  -3.2277
C  0.6775  -5.7608  4.5036
C  -0.5407  -5.0107  5.0391
C  0.0192  -3.6060  5.2197
O  1.0143  -3.4395  4.2041
C  1.3167  -4.7090  3.6090
H  0.4298  -6.6729  3.9639
H  1.3493  -6.0206  5.3236
H  -1.3406  -5.0091  4.2950
H  -0.9378  -5.4251  5.9638
H  0.4897  -3.4879  6.2006
H  -0.7352  -2.8265  5.1040
H  0.8965  -4.7336  2.5993
H  2.3994  -4.8140  3.5330
C  -6.4568  4.5190  -1.1915
C  -6.4198  5.5770  -0.0903
C  -5.3533  5.0180  0.8402
O  -4.4294  4.3044  0.0048
C  -4.9854  4.1469  -1.3060
H  -6.8708  4.8802  -2.1308
H  -7.0438  3.6569  -0.8685
H  -6.0999  6.5366  -0.5003
H  -7.3755  5.7220  0.4092
H  -5.7844  4.3210  1.5661
H  -4.8099  5.7913  1.3826
H  -4.4590  4.8140  -1.9960
H  -4.8280  3.1175  -1.6341

Results of the Mulliken charge analysis, in e, for atoms 1 through 6: -1.1033 -0.5496 0.3622 -0.3259 -1.4298 1.0096

***

Record 3
This record from OMol25 describes a 8-piece molecular cluster, C24H54F3O29P5 overall. The level of theory is wB97M-V/def2-TZVPD.

Properties
⟨S²⟩ = 0.7608
Net charge = +1
Spin multiplicity = 2
Kohn-Sham gap (alpha / beta) = 0.34042 / 0.08464 hartree

Positions of all 115 atoms, in Å:
C  2.6465  0.5280  6.5474
C  1.2909  1.1295  6.8857
O  0.5027  0.7142  5.8058
C  1.3236  0.1340  4.8081
O  0.9663  -0.2260  3.7114
O  2.5816  0.2055  5.2199
F  1.4434  2.4915  6.8083
H  2.8933  -0.3170  7.1903
H  3.4136  1.2958  6.6483
H  0.8688  0.9468  7.8738
C  -5.5019  -1.8154  -0.2844
C  -4.7918  -2.3358  -1.5038
O  -5.6780  -3.2878  -2.0021
C  -6.5896  -3.6420  -1.1160
O  -7.4225  -4.5645  -1.2673
O  -6.5592  -2.7631  -0.1003
F  -3.6255  -2.9757  -1.1924
H  -5.9257  -0.8546  -0.5766
H  -4.8403  -1.7902  0.5815
H  -4.5543  -1.5463  -2.2169
C  -4.0131  3.1490  -1.6412
C  -3.4832  2.7926  -3.0505
O  -2.8643  4.0633  -3.3425
C  -2.3299  4.5974  -2.2374
O  -1.3838  5.3521  -2.2605
O  -2.9338  4.0031  -1.1467
F  -4.4222  2.6127  -3.9015
H  -4.0631  2.2614  -1.0104
H  -4.9820  3.6478  -1.6145
H  -2.7729  1.9671  -3.0975
C  1.2602  -1.8689  -4.5289
O  2.3909  -1.3252  -3.7897
P  3.3673  -0.1654  -4.4647
O  2.7611  0.5363  -5.6944
O  3.6951  0.8195  -3.2118
C  4.2560  2.0669  -3.3271
O  4.7243  -0.9361  -4.7604
C  4.6952  -2.2393  -5.2910
H  0.3534  -1.2748  -4.4156
H  1.0140  -2.8933  -4.2496
H  1.4649  -1.8760  -5.5995
H  4.2161  2.4985  -4.3272
H  5.2844  1.9374  -2.9901
H  3.6995  2.6037  -2.5588
H  5.0271  -2.1134  -6.3216
H  3.7366  -2.7524  -5.2139
H  5.4805  -2.9031  -4.9295
C  3.5467  1.2294  0.2314
O  3.0631  2.2008  1.1850
P  3.1931  3.7692  0.9969
O  4.5401  4.3682  1.1424
O  2.5682  4.0131  -0.4335
C  2.3938  5.3631  -0.9288
O  2.1225  4.4059  1.9925
C  0.7598  3.9396  1.9450
H  4.5180  1.4141  -0.2274
H  2.7486  1.0064  -0.4767
H  3.6854  0.3439  0.8518
H  1.3488  5.5742  -1.1556
H  2.9754  5.3581  -1.8507
H  2.9401  6.1143  -0.3584
H  0.5499  3.0990  1.2836
H  0.1663  4.7654  1.5528
H  0.4459  3.6949  2.9597
C  2.8351  -2.2217  0.4155
O  3.5694  -1.8011  -0.6674
P  4.9445  -2.6699  -0.9285
O  5.5072  -3.3690  0.2410
O  4.5279  -3.6805  -2.0838
C  5.4861  -4.7199  -2.3793
O  5.9007  -1.5900  -1.6503
C  6.7569  -0.7495  -0.8210
H  2.2380  -1.4419  0.8884
H  3.3948  -2.6969  1.2210
H  2.1347  -2.9910  0.0902
H  5.3594  -5.5027  -1.6314
H  6.4691  -4.2499  -2.3501
H  5.1492  -5.0494  -3.3622
H  6.4874  -0.4738  0.1985
H  6.9843  0.1455  -1.4001
H  7.6405  -1.3624  -0.6429
C  0.6245  2.3192  -2.0440
O  -0.6815  1.6951  -2.2029
P  -1.0701  0.5771  -1.1611
O  -2.4273  0.0859  -1.3220
O  -0.8752  1.4362  0.2463
C  -1.4949  0.9948  1.4378
O  0.1709  -0.4605  -1.0788
C  -0.1103  -1.8504  -1.0566
H  1.3756  1.5459  -2.2050
H  0.6839  2.6205  -0.9981
H  0.9318  3.1889  -2.6249
H  -2.1216  0.1127  1.3061
H  -2.2355  1.7165  1.7822
H  -0.9427  0.7700  2.3503
H  -0.1224  -2.2210  -0.0315
H  0.6470  -2.3428  -1.6666
H  -1.0837  -2.2135  -1.3864
C  -8.0200  -3.8187  3.1419
O  -6.8232  -3.0591  2.9983
P  -6.7778  -1.4451  3.3058
O  -7.9092  -0.6904  2.7644
O  -5.3027  -0.9330  2.6910
C  -4.0874  -1.6443  2.9922
O  -6.4463  -1.3664  4.9123
C  -5.9083  -0.1961  5.4689
H  -8.3856  -4.1697  2.1769
H  -8.8159  -3.2344  3.6038
H  -7.6592  -4.6423  3.7579
H  -4.2080  -2.3856  3.7821
H  -3.3898  -0.8987  3.3738
H  -3.7206  -2.1340  2.0901
H  -6.7121  0.2696  6.0392
H  -5.6154  0.5388  4.7191
H  -5.0586  -0.2884  6.1453

Results of the Mulliken charge analysis, in e, for atoms 1 through 6: -0.4419 0.3298 -0.2768 0.5716 -0.4537 -0.3138

***

Record 4
This record from OMol25 describes C24H55BrInN5O9P as an isolated structure. The level of theory is wB97M-V/def2-TZVPD.

Properties
Net charge = -1
Spin multiplicity = 1
Kohn-Sham gap = 0.22863 hartree

Positions of all 96 atoms, in Å:
C  4.0144  -0.1240  3.1457
O  4.0598  0.2150  1.7654
C  2.8892  -0.2479  1.0952
C  2.6987  0.4018  -0.2763
C  1.1816  0.5945  -0.4229
C  0.7731  1.1696  -1.7456
C  -0.7841  1.1141  -1.9859
In  -2.0943  0.8488  -0.1924
C  -3.5831  2.5030  0.0613
C  -2.8079  3.8204  0.1972
O  -1.3564  3.6621  0.3795
C  -1.0380  3.6490  1.6706
O  -0.1889  4.3152  2.0993
P  -3.2235  -1.4731  -0.4855
O  -4.9178  -1.2796  -0.4272
Br  -2.7711  -2.5726  1.4915
H  3.2319  -0.8416  3.3666
H  3.8375  0.7616  3.7468
H  4.9569  -0.6024  3.3961
H  2.8258  -1.3383  1.0312
H  2.0278  0.0775  1.6756
H  3.2020  1.3582  -0.2758
H  3.0962  -0.2313  -1.0633
H  0.7299  -0.3709  -0.2301
H  0.9129  1.3003  0.3462
H  1.2240  0.6432  -2.5867
H  1.0371  2.2170  -1.8309
H  -1.0737  2.0015  -2.5340
H  -0.9571  0.2769  -2.6579
H  -1.2183  0.7240  1.3754
H  -4.0640  2.3515  1.0148
H  -4.3145  2.5634  -0.7339
H  -2.9668  4.4715  -0.6500
H  -3.1623  4.3420  1.0842
H  -1.5988  2.9685  2.3051
H  -5.2446  -1.9499  0.1897
C  -0.0088  6.9123  4.5075
C  -0.4600  7.3021  5.8911
O  0.2928  7.7988  6.7169
N  -1.7664  7.0757  6.2004
C  -2.7978  6.4940  5.3587
H  1.0463  7.1429  4.3985
H  -0.1488  5.8426  4.3474
H  -0.5667  7.4696  3.7542
H  -2.0127  7.3561  7.1363
H  -3.6141  7.2092  5.2374
H  -3.1906  5.5938  5.8344
H  -2.4090  6.2318  4.3808
C  5.3429  -3.8419  -0.0023
C  5.7267  -4.0062  -1.4493
O  5.5896  -5.0652  -2.0480
N  6.2381  -2.9192  -2.0754
C  6.4768  -1.5959  -1.5232
H  4.9528  -4.7830  0.3736
H  6.2155  -3.5657  0.5910
H  4.5710  -3.0783  0.1039
H  6.4708  -3.0832  -3.0429
H  5.8989  -0.8678  -2.0935
H  7.5376  -1.3578  -1.6204
H  6.1914  -1.5333  -0.4790
C  -5.4153  -0.5612  -3.6635
C  -4.9615  0.8594  -3.8877
O  -4.1238  1.4045  -3.1941
N  -5.5343  1.5420  -4.9274
C  -6.5390  1.0760  -5.8610
H  -4.8838  -0.9747  -2.8152
H  -6.4845  -0.5903  -3.4478
H  -5.1999  -1.1713  -4.5431
H  -5.1897  2.4837  -5.0257
H  -6.1467  1.1323  -6.8792
H  -7.4243  1.7130  -5.7943
H  -6.8256  0.0516  -5.6502
C  5.2734  -6.7008  -4.6313
C  6.0480  -7.1362  -5.8497
O  6.4172  -6.3515  -6.7097
N  6.3345  -8.4647  -5.9684
C  5.9863  -9.5397  -5.0600
H  5.1221  -5.6288  -4.6693
H  4.2981  -7.1901  -4.6080
H  5.8252  -6.9353  -3.7227
H  6.8533  -8.6912  -6.8020
H  6.8970  -10.0283  -4.7071
H  5.3765  -10.2780  -5.5852
H  5.4322  -9.1678  -4.2055
C  -5.0024  1.6418  5.2046
C  -4.0635  1.3697  4.0511
O  -3.6135  2.2635  3.3500
N  -3.7215  0.0846  3.7980
C  -4.1392  -1.1130  4.4964
H  -5.1745  2.7124  5.2696
H  -5.9593  1.1433  5.0438
H  -4.5633  1.3003  6.1431
H  -3.0906  -0.0192  3.0097
H  -3.2607  -1.6275  4.8900
H  -4.6462  -1.7798  3.7972
H  -4.8109  -0.8794  5.3170

Results of the Mulliken charge analysis, in e, for atoms 1 through 6: -0.8046 -0.4028 -0.5319 -0.8157 -0.2693 -0.8295

***

Record 5
This record from OMol25 describes a 3-piece molecular cluster, C24H55N7O7 overall. The level of theory is wB97M-V/def2-TZVPD.

Properties
Spin multiplicity = 1
Kohn-Sham gap = 0.33357 hartree
SMILES = CC(=O)OCCCC[C@H]1C(=O)NC[C@]1(N)CC(N)(N)N.COCCNCCOC.COCCNCCOC

Positions of all 93 atoms, in Å:
C  -0.6077  2.6531  4.3909
C  -0.3701  3.6840  3.3257
O  0.6803  3.8491  2.8484
O  -1.4607  4.4009  3.0116
C  -1.6530  4.5539  1.5954
C  -2.2950  3.3063  0.9909
C  -1.8626  3.0145  -0.4472
C  -0.3295  2.9483  -0.5851
C  0.1690  1.9565  -1.6427
C  1.2452  2.7623  -2.4332
O  1.1299  3.8348  -2.9032
N  2.4308  2.0186  -2.5507
C  2.0486  0.6134  -2.2737
C  1.0434  0.7735  -1.0817
N  1.9092  1.0365  0.0432
C  0.2891  -0.5729  -1.1007
C  -0.3729  -1.0135  0.2153
N  -1.3330  -0.0819  0.7526
N  0.6007  -1.3067  1.2369
N  -1.1420  -2.2827  -0.0812
H  -1.4487  2.0409  4.0802
H  -0.8906  3.1614  5.3102
H  0.2786  2.0665  4.5727
H  -0.7207  4.8392  1.1207
H  -2.3311  5.3880  1.4750
H  -2.1494  2.4493  1.6422
H  -3.3695  3.4721  0.9864
H  -2.2832  2.0463  -0.7051
H  -2.3255  3.7392  -1.1119
H  0.0262  3.9506  -0.7822
H  0.0672  2.6883  0.3919
H  -0.5310  1.7177  -2.4329
H  2.7775  2.0879  -3.5008
H  1.5976  0.0648  -3.0993
H  2.9353  0.1577  -1.8440
H  2.2120  2.0036  0.0330
H  1.4639  0.8609  0.9379
H  1.0264  -1.3428  -1.3485
H  -0.4091  -0.5632  -1.9273
H  -2.0707  0.1465  0.1027
H  -0.8901  0.7432  1.1323
H  1.0647  -2.1697  0.9896
H  0.1313  -1.3780  2.1296
H  -0.6180  -2.7273  -0.8316
H  -1.9923  -1.9484  -0.5345
C  -8.2083  -3.3056  1.2187
O  -7.0630  -3.9986  0.7567
C  -7.2749  -4.7477  -0.4347
C  -6.5510  -4.1259  -1.6123
N  -7.1634  -2.8627  -2.0092
C  -6.3731  -2.0756  -2.9533
C  -4.9953  -1.5847  -2.5131
O  -5.0193  -0.6012  -1.4927
C  -5.1268  -1.1014  -0.1687
H  -7.9841  -2.9318  2.2167
H  -8.4506  -2.4521  0.5772
H  -9.0733  -3.9714  1.2830
H  -8.3411  -4.8727  -0.6451
H  -6.8553  -5.7424  -0.2594
H  -6.5824  -4.8188  -2.4583
H  -5.5016  -3.9951  -1.3180
H  -7.3258  -2.3023  -1.1835
H  -6.9696  -1.1948  -3.2036
H  -6.2605  -2.6526  -3.8768
H  -4.5403  -1.0945  -3.3786
H  -4.3219  -2.4068  -2.2407
H  -4.6269  -2.0657  -0.0485
H  -6.1752  -1.1764  0.1290
H  -4.6516  -0.3812  0.4990
C  7.7038  -1.9641  2.5241
O  7.1912  -0.6502  2.6447
C  8.1040  0.3703  2.2550
C  7.6706  1.0360  0.9639
N  7.8153  0.1374  -0.1762
C  7.1741  0.6080  -1.4029
C  5.6598  0.8056  -1.3990
O  4.9115  -0.3943  -1.2980
C  4.7318  -0.8850  0.0212
H  7.0035  -2.6354  3.0194
H  7.7910  -2.2692  1.4763
H  8.6776  -2.0545  3.0135
H  9.1256  -0.0140  2.1797
H  8.0927  1.1216  3.0498
H  8.2854  1.9254  0.7968
H  6.6308  1.3608  1.0967
H  7.4237  -0.7634  0.0631
H  7.4076  -0.1250  -2.1796
H  7.6491  1.5475  -1.7035
H  5.3909  1.2351  -2.3680
H  5.3278  1.5296  -0.6467
H  4.6661  -0.0804  0.7544
H  5.5342  -1.5778  0.2913
H  3.7966  -1.4454  0.0428

Results of the Mulliken charge analysis, in e, for atoms 1 through 6: -1.0671 0.7336 -0.5147 -0.4251 -0.7680 -0.4436

***

Per-record strongest force on any atom, eV/Å: 1.59, 0.82, 6.23, 4.37, 3.71